19
Properties=species:S:1:pos:R:3 method="wB97M-V/def2-TZVPD" smiles=CCC.CC charge=0 total_energy_ev=-5411.70137 relative_energy_kcal_mol=8.0
C 1.08887 -1.52525 1.03020
C 1.71073 -0.25936 1.64018
C 0.96787 1.03709 1.28742
H 0.25759 -1.37043 0.34375
H 0.77838 -2.19221 1.83508
H 1.82081 -2.09027 0.44649
H 1.82145 -0.37989 2.71374
H 2.72129 -0.10112 1.26392
H 0.55185 1.17114 0.29971
H 0.11691 1.14183 1.97084
H 1.63064 1.86529 1.51880
C -1.93502 0.82170 -1.29549
C -1.66412 -0.12021 -2.46239
H -2.17618 1.81289 -1.67278
H -2.76839 0.46848 -0.72657
H -1.07458 0.89223 -0.64745
H -0.81476 0.22190 -3.06070
H -1.35795 -1.11663 -2.13478
H -2.50989 -0.22673 -3.12103


14
Properties=species:S:1:pos:R:3 method="wB97M-V/def2-TZVPD" charge=0 total_energy_ev=-10300.28375 relative_energy_kcal_mol=214.9
C 0.54733 -1.14414 0.64761
C -0.56033 -0.45847 0.06246
C -1.93334 0.16355 -0.06020
C -0.02928 0.56879 -0.80270
C 1.26987 0.64528 -0.64944
H 2.45966 -0.59254 1.90393
H 0.35081 -2.67380 0.70031
H -2.82440 -0.46580 -0.58446
H -2.54417 0.83298 0.73612
H -1.80761 1.91820 -0.86212
H 2.16055 1.23150 -0.85565
N 1.52752 -0.36797 0.26169
N -1.42026 0.94371 -1.20705
O 2.80364 -0.60128 0.70949


60
Properties=species:S:1:pos:R:3 method="wB97M-V/def2-TZVPD" charge=-1 multiplicity=2 s2=0.758 total_energy_ev=-131942.71248 relative_energy_kcal_mol=15.0
Ir 1.20954 2.34257 0.67059
N 3.04643 1.77815 2.00679
C 3.36051 3.03231 2.70467
C 2.11497 3.83547 3.02735
O 2.04999 4.50481 4.04705
N 1.13632 3.71657 2.09622
C -0.21232 4.09557 2.48364
C -1.10265 2.85971 2.36345
O -2.14403 2.75818 2.97590
O -0.64295 1.96301 1.52971
H 2.85481 0.98600 2.60946
H 3.81721 1.53847 1.39463
H 3.96142 3.63798 2.02119
H 3.92425 2.89012 3.62542
H -0.59947 4.87209 1.81781
H -0.22075 4.46977 3.50373
S 3.02017 2.62781 -0.72235
C 2.42422 3.78873 -1.86321
C 3.34843 4.28167 -2.83625
N 4.11255 4.68143 -3.59775
C 1.12339 4.17384 -1.86488
S -0.05054 3.55758 -0.74372
C 0.62461 5.10776 -2.82754
N 0.20511 5.84791 -3.60167
C -3.76803 -3.66380 -0.04647
C -2.47789 -3.96402 0.72904
C -1.82391 -5.22802 0.15355
C -2.85026 -4.23608 2.18641
C -1.51525 -2.78673 0.59378
C -1.01395 -2.09303 1.67335
C -0.13896 -1.02872 1.49411
Br 0.46997 -0.29027 3.14722
C 0.27184 -0.57316 0.23377
O 1.13926 0.40662 -0.02474
C -0.22587 -1.31557 -0.88308
C -1.08537 -2.37730 -0.66755
C 0.19094 -0.94851 -2.31503
C 1.71648 -1.04575 -2.47802
C -0.42844 -1.89375 -3.35040
C -0.28672 0.46597 -2.65999
H -4.47355 -4.49342 0.05236
H -3.57032 -3.51558 -1.10888
H -4.24259 -2.75813 0.33491
H -2.48621 -6.08971 0.27420
H -0.88319 -5.44041 0.66518
H -1.60803 -5.11414 -0.90991
H -3.53772 -5.08341 2.23570
H -3.34387 -3.37496 2.64054
H -1.97210 -4.48349 2.78615
H -1.28964 -2.35325 2.68444
H -1.44977 -2.92476 -1.52515
H 2.06041 -2.05608 -2.24031
H 2.23201 -0.34141 -1.83068
H 1.98816 -0.83194 -3.51552
H -0.11159 -2.92934 -3.20435
H -0.09991 -1.58305 -4.34416
H -1.51987 -1.85730 -3.33777
H 0.12616 1.20159 -1.97977
H -1.37623 0.52705 -2.60686
H 0.02282 0.72635 -3.67630


10
Properties=species:S:1:pos:R:3 method="wB97M-V/def2-TZVPD" charge=0 total_energy_ev=-19230.19268 relative_energy_kcal_mol=128.7
C 1.03119 0.40372 0.11215
C 2.15058 -0.22958 0.13746
C -0.35901 -0.02649 -0.25261
N 3.84634 1.44045 0.51055
O 4.78327 1.26289 -0.15538
Cl 2.98533 -1.63634 -0.21549
H 1.15086 1.38353 0.52777
H -0.59417 0.60155 -1.13254
H -0.93212 0.32055 0.47548
H -0.31798 -1.17922 -0.20530


79
Properties=species:S:1:pos:R:3 method="wB97M-V/def2-TZVPD" charge=+1 total_energy_ev=-123635.75970
Al 0.47366 2.84058 1.59102
N 0.21845 1.51111 0.02713
S -1.15131 1.89438 -0.86913
O -2.03474 1.24783 0.05629
O -1.13208 1.84174 -2.27733
F -1.31180 3.46715 -0.31036
S 0.61748 -0.15652 -0.28227
O 0.44852 -0.29170 -1.64925
O 0.27172 -0.92785 0.80656
F 2.43670 -0.15123 -0.14339
N 1.74669 4.48831 1.39572
S 1.10707 5.65811 0.55583
O 1.55342 6.99857 0.66562
O -0.22541 5.20476 0.68508
F 1.60644 5.14188 -0.96210
S 3.20861 5.16840 2.33428
O 2.41459 5.70944 3.39686
O 4.07680 5.59787 1.30176
F 4.32700 4.38924 3.20424
C -1.66997 3.20010 3.97562
O -0.26508 3.05912 3.48059
C 0.66987 3.27937 4.61573
C 2.06033 2.69875 4.27188
O 2.21934 2.58339 2.87158
C 3.42017 1.95760 2.32331
H -2.17816 2.51261 3.28533
H -1.99382 4.21175 3.82264
H -1.69671 2.84874 5.00708
H 0.31366 2.77743 5.49971
H 0.69918 4.36988 4.78651
H 2.23318 1.72352 4.71830
H 2.84674 3.25176 4.79570
H 4.34212 2.51484 2.55408
H 3.28809 1.91296 1.24604
H 3.54977 1.02127 2.85048
C -1.25477 -4.17377 -0.44704
O -1.01630 -5.28291 -1.38763
C -0.90429 -4.84317 -2.74846
C -1.40864 -6.01958 -3.58584
O -2.80101 -6.18281 -3.44396
C -3.16958 -7.33341 -2.64884
H -0.37199 -3.48155 -0.42321
H -1.38277 -4.60509 0.52884
H -2.16018 -3.59138 -0.70591
H 0.04780 -4.41510 -3.06122
H -1.65462 -4.04770 -2.85169
H -0.86903 -6.94739 -3.51481
H -1.23668 -5.65407 -4.57779
H -2.92092 -7.12845 -1.61052
H -2.67695 -8.23262 -3.00239
H -4.24821 -7.41918 -2.71899
C -4.12853 -0.99806 2.13737
N -2.83281 -1.66390 2.34991
O -1.93435 -0.94137 2.73474
O -2.79544 -2.85463 2.17244
H -3.91070 0.03962 1.85198
H -4.62684 -0.95582 3.11466
H -4.72671 -1.58350 1.47092
C 0.74109 -1.96453 -5.45059
N 1.23367 -3.34711 -5.46887
O 0.35809 -4.19376 -5.64154
O 2.35646 -3.59719 -5.13560
H 1.47971 -1.31117 -5.86787
H 0.74393 -1.67592 -4.38456
H -0.20012 -1.87307 -5.98044
C -0.16547 3.20599 -5.08637
N -0.46353 1.77561 -5.26070
O -1.50634 1.48086 -5.81613
O 0.36496 0.98128 -4.86844
H 0.88812 3.24767 -5.05965
H -0.60255 3.45653 -4.12749
H -0.73638 3.82319 -5.76061
C 2.11780 -1.29617 3.57159
N 1.20131 -0.10216 3.42952
O 1.37285 0.44952 2.34575
O 0.47146 0.24064 4.31615
H 2.78276 -1.02810 4.39937
H 2.60154 -1.45736 2.62693
H 1.45368 -2.05409 3.95588


18
Properties=species:S:1:pos:R:3 method="wB97M-V/def2-TZVPD" charge=0 total_energy_ev=-9462.55047 relative_energy_kcal_mol=138.6
C -1.63658 -0.90612 -2.80687
C -1.19761 -1.02500 -1.69138
C 0.51540 1.10401 1.28379
C 0.33768 0.86280 -0.14297
C 0.23991 2.35484 1.95691
C 0.55173 -2.33978 -0.58585
C -0.49777 -1.20709 -0.47367
O 1.62808 1.10950 0.34847
H -2.04435 -0.72735 -3.77391
H 0.40075 0.22532 1.87902
H 0.15917 1.38642 -1.05260
H 0.25784 3.25454 1.25253
H 0.87668 2.47432 2.83983
H -0.79007 2.26769 2.40529
H 0.90174 -2.34720 -1.63706
H 1.48784 -2.27385 0.09787
H -0.00754 -3.23472 -0.22140
H -1.18293 -0.97831 0.32200


20
Properties=species:S:1:pos:R:3 method="wB97M-V/def2-TZVPD" charge=0 total_energy_ev=-15852.79072 relative_energy_kcal_mol=136.1
C -2.29707 -0.38382 0.06597
C -1.83786 1.91947 -0.23573
C -0.10366 0.50870 -0.03299
C 2.27081 0.76755 0.37611
C 3.52963 0.06859 0.08573
C 4.59603 -0.19841 -0.40500
C 0.92358 -1.28825 -0.00265
C -0.95072 -0.58983 0.07743
H -2.57275 -2.27065 -0.10046
H -3.74750 -1.08447 -1.31625
H -2.16546 2.94028 -0.11812
H 2.17511 0.90431 1.52592
H 2.23051 1.73334 -0.05608
H 5.39293 -0.43731 -1.04312
H 1.62649 -2.21178 -0.24384
N -3.09591 -1.44697 0.18555
N -2.80731 0.86831 -0.12601
N -0.57753 1.73230 -0.01256
N 1.09640 -0.08266 0.23387
N -0.29046 -1.69921 -0.02674


14
Properties=species:S:1:pos:R:3 method="wB97M-V/def2-TZVPD" charge=0 total_energy_ev=-22058.59846 relative_energy_kcal_mol=0.0
C 2.09681 -1.02196 0.67144
C -2.34445 -0.34647 -0.52480
O -0.13677 0.93015 1.03247
O 0.41222 0.59204 -1.19559
Si 1.29392 0.61564 0.22539
Si -1.00778 0.96569 -0.39487
H 1.39605 -1.85030 0.62416
H 2.91623 -1.23199 -0.00658
H 2.50141 -0.97709 1.67620
H -1.97284 -1.33782 -0.28284
H -3.15992 -0.11571 0.15124
H -2.74569 -0.37117 -1.53161
H 2.11482 1.80998 0.24656
H -1.36401 2.33901 -0.69117


10
Properties=species:S:1:pos:R:3 method="wB97M-V/def2-TZVPD" charge=0 total_energy_ev=-23837.64720 relative_energy_kcal_mol=96.1
C 0.52406 -0.35960 0.30762
C -0.52107 0.81720 0.02651
H 2.51476 0.79590 0.81817
H 0.32386 -1.01395 1.14252
H 0.06296 -1.22772 -0.53206
H -0.03187 1.20482 -0.94005
H -0.89426 1.76931 0.62374
H -1.50291 -1.93114 -0.10917
S 2.22168 -0.06243 -0.13536
S -2.25234 -0.08400 -0.05264